[1]
The following is a DFT calculation (ωB97M-V/def2-TZVPD) of a cluster of 7 separate species, C24H43N7O4 in total in a non-equilibrium geometry.

```
! wB97M-V def2-TZVPD RIJCOSX def2/J DEFGRID3
* xyz 0 1
O -2.057 3.241 3.715
O 1.561 5.313 1.147
O -3.122 -5.252 3.677
O 2.888 -1.275 -2.956
N 1.006 -0.785 -0.826
N 2.851 -4.014 0.351
N -3.374 -0.254 -2.612
N 1.114 -1.591 -4.233
N 1.414 5.704 -1.102
N -1.082 -5.207 4.598
N -0.881 4.141 2.017
C 0.418 -2.598 -3.325
C 0.041 -0.563 1.164
C -2.828 1.918 -3.012
C -4.214 1.773 -3.214
C 1.270 -5.179 -0.631
C 1.787 6.007 0.160
C 0.544 4.511 -1.344
C -4.539 0.450 -2.944
C 2.125 -4.710 1.274
C -1.358 -6.089 5.722
C -2.010 4.221 1.151
C 0.675 -1.421 0.341
C 2.677 7.193 0.354
C 2.868 -0.208 -5.154
C -0.999 3.705 3.298
C 2.412 -4.390 -0.864
C 2.308 -1.052 -3.997
C -1.448 -3.825 2.787
C -0.142 0.644 0.453
C 1.042 -5.375 0.723
C -1.979 -4.835 3.716
C 0.563 0.494 -0.802
C 0.209 3.829 4.162
C -2.335 0.611 -2.694
H 3.913 -0.018 -4.909
H 2.786 -3.976 -1.788
H -5.469 -0.098 -2.929
H 0.895 -2.460 0.537
H 0.568 -1.170 -4.971
H 3.680 6.960 -0.005
H -0.270 -0.763 2.179
H -0.096 -5.013 4.500
H -2.985 4.423 1.595
H 0.194 -5.816 1.226
H 2.954 -0.729 -6.107
H -2.164 3.276 0.631
H -1.890 -2.894 3.142
H -3.341 -1.236 -2.379
H 0.091 -3.426 -3.954
H -0.438 -2.150 -2.820
H 0.566 2.819 4.365
H 1.053 4.371 3.734
H -0.481 4.801 -1.574
H 0.988 4.044 -2.224
H -0.362 -3.776 2.721
H -4.903 2.575 -3.433
H 1.756 6.256 -1.876
H 2.266 0.698 -5.217
H 0.056 4.373 1.719
H -1.854 -4.022 1.795
H -1.380 0.168 -2.452
H 0.588 -5.555 -1.380
H 0.007 4.430 5.048
H -2.281 2.845 -3.098
H -1.316 -7.087 5.286
H -0.695 1.499 0.812
H 0.846 1.212 -1.557
H 2.235 8.024 -0.196
H -1.775 5.023 0.451
H 2.259 -4.462 2.316
H -0.553 -6.058 6.456
H 1.177 -3.015 -2.664
H 2.684 7.484 1.404
H 3.586 -3.345 0.532
H 1.473 -1.162 -1.638
H 0.566 3.765 -0.550
H -2.338 -5.946 6.177
*
```

Output
Energy relative to the best compared isomer or geometry (same formula, charge and spin)   0.0 kcal per mole
Orbital gap   8.038 eV
SMILES string   c1cc[nH]c1.c1cc[nH]c1.c1cc[nH]c1.CNC(C)=O.CNC(C)=O.CNC(C)=O.CNC(C)=O
F_max   3.44 eV/A
LUMO level   0.288 eV

Here are the Löwdin charges for atoms 1 to 6, given in e:
1 O 0.0207
2 O 0.0158
3 O 0.0524
4 O 0.0226
5 N 0.0200
6 N 0.0161

[2]
The following is a DFT calculation (ωB97M-V/def2-TZVPD) of a structure of composition C24H44AuBNP2 in a non-equilibrium geometry.

```
! wB97M-V def2-TZVPD RIJCOSX def2/J DEFGRID3
* xyz 1 3
Au 1.753 -1.071 -2.898
P 1.206 0.267 -4.644
P 3.007 -1.647 -4.752
N 1.729 2.562 -1.389
C -4.442 2.014 -1.638
C 2.421 2.546 -0.445
C -2.589 3.376 -0.474
C -0.676 -1.073 -0.154
C -3.267 2.710 -3.866
C -4.486 2.747 -3.008
C 1.260 -2.125 -0.923
C -2.146 2.015 -3.586
C -1.358 2.104 -2.339
C -3.746 2.701 -0.498
C 4.806 -1.874 -4.850
C 2.382 -2.841 -5.972
C -1.072 -3.102 -1.655
C -1.501 3.386 -1.497
C 0.366 0.573 1.561
C 2.976 -0.858 0.623
C 2.723 -0.046 -5.636
C 2.006 -3.429 -0.917
C -0.076 -0.587 -5.636
C -0.221 -2.121 -0.947
C 0.449 -0.487 0.535
C -2.088 -0.678 0.051
C 1.614 -1.117 0.110
C 0.966 2.051 -4.745
B 3.380 2.578 0.794
H -1.030 -0.066 -5.513
H 2.886 1.989 1.745
H 2.544 -0.111 -6.721
H 0.188 -0.600 -6.701
H 3.556 0.649 -5.416
H 3.159 -3.615 -6.038
H 1.373 2.365 -5.726
H -5.282 2.248 -3.590
H -4.330 2.683 0.434
H -0.192 -1.613 -5.263
H -1.701 -3.665 -0.944
H -2.354 -0.646 1.116
H 4.433 2.058 0.469
H -4.095 0.964 -1.752
H -1.756 -2.593 -2.353
H -3.443 3.181 -4.844
H 5.179 -1.538 -5.834
H 1.500 2.550 -3.914
H -0.466 -3.830 -2.209
H 3.294 0.182 0.440
H 0.648 1.540 1.125
H -4.834 3.780 -2.867
H -2.266 0.335 -0.336
H 1.065 0.387 2.388
H -0.292 2.042 -2.609
H -2.419 4.070 0.356
H -1.598 1.234 -1.708
H 5.317 -1.324 -4.048
H 3.680 -1.547 0.138
H -5.499 1.957 -1.325
H 3.091 -3.265 -0.958
H -0.645 0.653 1.977
H 4.981 -2.955 -4.737
H -0.537 3.543 -0.979
H -1.593 4.240 -2.180
H 1.745 -4.060 -1.774
H -0.098 2.326 -4.682
H 3.033 -1.031 1.715
H 1.769 -4.005 0.000
H 1.429 -3.289 -5.675
H -1.797 1.251 -4.277
H 3.571 3.744 1.088
H -2.780 -1.363 -0.460
H 2.272 -2.371 -6.960
*
```

Output
Energy relative to the best compared isomer or geometry (same formula, charge and spin)   0.0 kcal per mole
Orbital gap (alpha / beta)   6.875 / 4.132 eV
F_max   2.87 eV/A
<S²>   2.0157
LUMO level (alpha / beta)   -3.439 / -6.179 eV

Here are the Löwdin charges for atoms 1 to 6, given in e:
1 Au 0.8269
2 P 0.6867
3 P 0.7056
4 N 0.0877
5 C -0.1960
6 C -0.2876

[3]
The following is a DFT calculation (ωB97M-V/def2-TZVPD) of a structure of composition C24H44AuP2 in a non-equilibrium geometry.

```
! wB97M-V def2-TZVPD RIJCOSX def2/J DEFGRID3
* xyz 1 3
Au -3.383 -0.069 -1.539
P 4.205 -2.754 0.244
P 2.651 -1.729 2.620
C 0.010 1.725 1.681
C -3.659 2.211 -1.683
C -0.536 2.193 -3.802
C 3.965 -0.939 3.639
C -1.628 2.406 -2.828
C -1.333 1.115 1.797
C 1.917 -2.687 4.012
C -0.165 -1.715 0.113
C 3.707 -3.114 1.998
C 4.636 -4.490 -0.202
C 5.958 -2.306 0.598
C -3.473 1.026 -4.051
C 1.100 0.855 1.027
C -2.918 1.761 -2.868
C 0.390 -0.660 -0.783
C -0.480 4.185 -1.372
C -1.691 -0.156 1.557
C -0.815 -1.372 1.462
C -3.217 4.049 0.106
C -5.118 2.033 -1.428
C -1.580 3.238 -1.694
C -3.758 -2.102 -1.533
C 0.888 0.512 -0.398
C -2.825 3.173 -1.024
H -0.625 1.224 -4.321
H -2.680 0.482 -4.584
H 1.332 -2.016 4.653
H 4.604 -3.237 2.639
H 6.046 -1.340 1.102
H 0.417 1.955 2.683
H 0.504 3.704 -1.453
H -0.582 4.583 -0.355
H -2.112 1.829 2.062
H -0.101 2.658 1.091
H 3.526 -0.129 4.230
H -0.546 2.980 -4.571
H 5.362 -4.919 0.501
H -1.483 -2.239 1.659
H -2.393 4.204 0.834
H -5.370 2.271 -0.387
H -4.168 0.252 -3.680
H -5.404 0.973 -1.562
H 1.238 1.223 -1.146
H -3.269 -2.534 -2.406
H -4.027 1.608 -4.792
H 1.244 -3.454 3.611
H 0.609 -2.462 0.361
H 4.418 -1.659 4.335
H 4.757 -0.496 3.026
H -4.089 3.649 0.653
H 2.708 -3.169 4.605
H 0.311 -0.902 -1.849
H 3.117 -4.046 2.005
H -0.054 -1.379 2.265
H -3.493 5.056 -0.268
H -2.754 -0.412 1.481
H -0.881 -2.291 -0.499
H 5.055 -4.499 -1.215
H -4.841 -2.132 -1.655
H 3.730 -5.103 -0.201
H 2.048 1.406 1.126
H -0.488 5.044 -2.058
H 0.465 2.226 -3.335
H 6.461 -3.069 1.207
H 6.496 -2.220 -0.353
H 1.249 -0.078 1.596
H -5.758 2.625 -2.086
H -3.427 -2.557 -0.595
*
```

Output
Energy relative to the best compared isomer or geometry (same formula, charge and spin)   21.5 kcal per mole
Orbital gap (alpha / beta)   8.458 / 2.619 eV
F_max   2.60 eV/A
<S²>   2.0201
LUMO level (alpha / beta)   -1.954 / -7.575 eV

Here are the Löwdin charges for atoms 1 to 6, given in e:
1 Au 0.8466
2 P 0.7862
3 P 0.8713
4 C -0.1550
5 C -0.3245
6 C -0.0230